Entry 1:
{
  "formula": "C23H16F10N4Ru",
  "method": "ωB97M-V/def2-TZVPD",
  "elements": ["Ru", "C", "N", "C", "C", "N", "C", "C", "F", "C", "F", "C", "F", "C", "F", "C", "F", "C", "C", "N", "C", "C", "F", "C", "F", "C", "F", "C", "F", "C", "F", "H", "H", "H", "H", "H", "H", "H", "H", "H", "H", "H", "N", "C", "C", "C", "C", "C", "C", "H", "H", "H", "H", "H"],
  "coordinates": [[-0.633, -1.335, 0.322], [-2.020, -3.963, -0.168], [-1.668, -2.752, -0.918], [-0.724, -3.087, -2.017], [0.698, -3.210, -1.463], [1.015, -2.133, -0.537], [1.873, -1.124, -0.962], [2.755, -0.549, -0.035], [2.864, -1.072, 1.178], [3.544, 0.545, -0.351], [4.364, 1.058, 0.560], [3.505, 1.092, -1.629], [4.272, 2.134, -1.939], [2.662, 0.533, -2.582], [2.600, 1.048, -3.804], [1.866, -0.548, -2.244], [1.024, -1.005, -3.185], [-2.900, -2.070, -1.387], [-2.619, -0.587, -1.597], [-2.027, -0.093, -0.362], [-1.837, 1.270, -0.219], [-2.101, 1.860, 1.026], [-2.597, 1.124, 2.010], [-1.879, 3.204, 1.262], [-2.141, 3.724, 2.455], [-1.400, 4.022, 0.243], [-1.190, 5.318, 0.465], [-1.146, 3.473, -1.009], [-0.670, 4.233, -1.991], [-1.360, 2.122, -1.222], [-1.025, 1.609, -2.416], [-2.571, -4.663, -0.808], [-1.112, -4.446, 0.191], [-2.641, -3.694, 0.688], [-1.062, -4.012, -2.502], [-0.770, -2.277, -2.743], [0.806, -4.162, -0.929], [1.403, -3.251, -2.299], [-3.291, -2.566, -2.284], [-3.629, -2.178, -0.582], [-1.973, -0.440, -2.473], [-3.564, -0.074, -1.823], [-0.081, -0.616, 1.980], [0.589, 0.364, 2.557], [0.707, 0.426, 3.969], [1.391, 1.461, 4.566], [1.970, 2.466, 3.799], [1.870, 2.431, 2.410], [1.198, 1.401, 1.794], [0.246, -0.357, 4.553], [1.475, 1.496, 5.644], [2.500, 3.276, 4.281], [2.323, 3.213, 1.815], [1.111, 1.360, 0.714]],
  "forces_ev_per_angstrom": [[0.08, -0.32, 0.70], [0.01, -0.11, 0.14], [-0.08, -0.09, -0.29], [-0.15, 0.01, -0.02], [0.01, -0.22, -0.13], [0.00, 0.09, -0.05], [0.06, 0.08, 0.01], [0.26, 0.12, -0.53], [-0.01, -0.09, 0.24], [-0.12, -0.15, -0.35], [0.10, 0.08, 0.08], [-0.23, -0.29, 0.11], [0.08, 0.11, -0.03], [0.12, -0.09, 0.46], [0.01, 0.10, -0.19], [0.26, 0.17, 0.34], [-0.10, -0.03, -0.08], [0.01, 0.10, -0.04], [-0.24, -0.23, -0.30], [0.00, -0.13, 0.03], [-0.16, 0.42, 0.18], [0.14, 0.33, -0.41], [-0.10, -0.19, 0.25], [0.13, 0.01, -0.40], [-0.02, 0.10, 0.17], [-0.04, -0.36, -0.11], [0.02, 0.06, 0.00], [-0.12, -0.07, 0.43], [0.06, 0.14, -0.11], [0.01, -0.05, 0.32], [0.06, 0.05, -0.12], [0.02, 0.02, 0.05], [-0.05, -0.03, 0.00], [0.05, -0.06, -0.06], [0.10, 0.04, -0.03], [0.02, -0.03, 0.03], [-0.04, 0.04, -0.03], [-0.07, -0.01, 0.05], [0.03, 0.10, 0.01], [-0.02, 0.06, -0.09], [-0.07, -0.06, 0.09], [0.06, -0.03, 0.07], [0.05, 0.12, -0.62], [-0.03, 0.08, -0.03], [0.06, 0.09, 0.17], [-0.08, -0.14, 0.12], [0.08, 0.11, 0.03], [-0.07, -0.07, -0.14], [-0.03, 0.20, -0.03], [-0.02, -0.04, 0.03], [-0.01, -0.01, 0.01], [0.03, 0.04, 0.02], [0.01, 0.01, -0.02], [-0.07, 0.06, 0.02]],
  "lowdin_spin": [2.2024, 0.0119, 0.0148, 0.0141, 0.0166, 0.1534, 0.0212, 0.0183, 0.0053, -0.0013, -0.0023, 0.0150, 0.0047, -0.0019, -0.0018, 0.0164, 0.0045, 0.0043, 0.0149, 0.1708, 0.0179, 0.0206, 0.0071, -0.0015, -0.0024, 0.0196, 0.0061, -0.0030, -0.0025, 0.0190, 0.0050, -0.0003, 0.0024, 0.0028, 0.0010, 0.0013, 0.0020, 0.0011, 0.0001, 0.0007, 0.0038, 0.0025, 0.6974, 0.0763, 0.1397, -0.0096, 0.1626, -0.0073, 0.1409, 0.0062, -0.0042, 0.0098, -0.0033, 0.0070],
  "total_charge": 0,
  "total_energy_ev": -59822.69582,
  "spin_multiplicity": 5,
  "e_homo_ha": [-0.249, -0.291]
}

Entry 2:
{
  "formula": "C22H20LiN4O5",
  "method": "ωB97M-V/def2-TZVPD",
  "elements": ["Li", "C", "O", "O", "O", "C", "C", "C", "C", "C", "C", "N", "O", "O", "H", "H", "H", "H", "H", "N", "C", "C", "C", "C", "C", "H", "H", "H", "H", "H", "N", "C", "C", "C", "C", "C", "H", "H", "H", "H", "H", "N", "C", "C", "C", "C", "C", "H", "H", "H", "H", "H"],
  "coordinates": [[0.445, -0.460, 0.141], [2.521, -1.447, 0.654], [3.649, -1.988, 0.836], [1.456, -2.179, 0.379], [2.330, -0.157, 0.740], [-2.355, -5.161, 3.575], [-3.378, -5.116, 2.643], [-3.482, -4.057, 1.749], [-2.474, -3.119, 1.757], [-1.402, -3.165, 2.632], [-1.432, -4.120, 3.633], [-2.517, -2.006, 0.795], [-3.475, -1.931, 0.035], [-1.588, -1.248, 0.829], [-2.351, -5.921, 4.346], [-4.049, -5.956, 2.509], [-4.332, -3.935, 1.096], [-0.539, -2.519, 2.532], [-0.655, -4.108, 4.385], [0.110, -0.965, -2.038], [1.184, -1.389, -2.691], [1.103, -2.086, -3.883], [-0.143, -2.340, -4.426], [-1.266, -2.032, -3.670], [-1.085, -1.317, -2.497], [2.113, -1.226, -2.152], [2.000, -2.459, -4.359], [-0.277, -2.836, -5.380], [-2.273, -2.273, -3.986], [-1.945, -1.055, -1.889], [-0.505, 1.420, 0.445], [-0.790, 2.013, -0.713], [-1.178, 3.335, -0.800], [-1.228, 4.081, 0.364], [-0.970, 3.463, 1.578], [-0.564, 2.137, 1.557], [-0.786, 1.370, -1.585], [-1.451, 3.854, -1.710], [-1.528, 5.122, 0.394], [-1.105, 3.967, 2.526], [-0.201, 1.643, 2.452], [2.933, 3.085, 0.873], [3.555, 4.228, 1.142], [3.778, 5.223, 0.203], [3.235, 5.049, -1.059], [2.642, 3.836, -1.357], [2.521, 2.863, -0.361], [3.908, 4.299, 2.167], [4.335, 6.130, 0.406], [3.285, 5.822, -1.818], [2.292, 3.636, -2.363], [1.927, 1.995, -0.635]],
  "forces_ev_per_angstrom": [[1.03, -0.57, 0.24], [0.45, -0.82, 0.36], [-0.35, 0.37, -0.17], [-0.59, 0.43, -0.07], [-0.64, 0.32, -0.45], [-0.32, 0.70, 0.56], [-0.09, -0.41, -0.64], [0.01, -0.03, 0.33], [0.14, 0.19, -0.01], [0.08, 0.01, 0.20], [0.34, -0.54, -0.29], [-0.35, -0.74, 0.04], [0.21, 0.07, 0.10], [0.17, 0.73, -0.32], [0.12, -0.18, -0.17], [-0.18, 0.13, 0.37], [0.10, -0.14, -0.20], [-0.16, 0.27, -0.09], [0.03, -0.11, -0.05], [-0.45, 0.21, 0.39], [0.28, -0.19, 0.56], [0.20, -0.03, -0.29], [-0.46, -0.40, 0.17], [0.00, 0.48, -0.12], [-0.13, -0.18, -0.09], [0.12, 0.06, -0.23], [0.04, 0.18, -0.04], [0.21, -0.07, 0.03], [0.06, -0.07, -0.11], [0.02, 0.15, 0.01], [0.32, -0.01, -0.44], [-0.72, -0.20, -0.07], [0.08, 0.86, 0.11], [-0.40, -0.01, 0.89], [0.07, -0.20, -0.18], [0.32, -0.01, 0.21], [0.18, 0.04, -0.05], [0.18, -0.43, -0.29], [-0.01, -0.01, -0.35], [0.23, 0.15, -0.05], [-0.24, -0.06, 0.03], [-0.23, -0.30, 0.39], [0.34, -0.30, -0.01], [-0.18, 0.37, -0.11], [0.11, -0.37, -0.28], [0.15, 0.09, -0.07], [-0.71, 0.82, -0.92], [0.07, 0.26, -0.05], [-0.10, -0.04, 0.35], [0.18, 0.03, 0.05], [-0.17, -0.02, 0.09], [0.61, -0.47, 0.71]],
  "mulliken_charge": [1.0400, 0.6106, -0.8432, -0.7516, -0.7684, -0.4407, -0.3453, -0.5332, 0.1879, -0.1392, -0.5954, 1.0241, -0.6498, -0.5642, 0.3544, 0.3420, 0.4342, 0.4403, 0.3802, 0.1274, -0.2200, -0.8034, -0.1335, -0.9403, -0.0508, 0.4372, 0.3728, 0.3654, 0.3916, 0.4004, 0.2317, -0.1800, -0.8033, -0.2070, -0.5564, -0.5608, 0.3102, 0.4223, 0.3784, 0.3885, 0.4194, -0.2089, -0.3050, -0.3844, -0.3061, -0.7242, -0.0099, 0.3783, 0.3529, 0.3711, 0.3883, 0.4754],
  "total_charge": -1,
  "total_energy_ev": -39540.88558,
  "spin_multiplicity": 1,
  "e_homo_ha": -0.084
}

Entry 3:
{
  "formula": "C19H28IMnO2",
  "method": "ωB97M-V/def2-TZVPD",
  "elements": ["O", "C", "C", "H", "H", "C", "H", "H", "C", "H", "H", "H", "C", "H", "H", "H", "Mn", "C", "C", "C", "H", "C", "C", "H", "H", "H", "H", "C", "C", "C", "H", "C", "C", "H", "H", "H", "H", "O", "C", "C", "H", "H", "C", "H", "H", "C", "H", "H", "H", "H", "I"],
  "coordinates": [[-0.501, 0.808, -1.819], [0.791, 1.495, -1.958], [0.052, 2.865, -2.047], [1.470, 1.230, -2.794], [1.318, 1.304, -1.011], [-1.203, 2.069, -1.557], [-0.109, 3.160, -3.101], [0.482, 3.714, -1.488], [-2.460, 1.979, -2.403], [-2.256, 1.554, -3.390], [-3.052, 2.904, -2.506], [-3.091, 1.241, -1.881], [-1.520, 2.187, -0.066], [-0.721, 1.851, 0.618], [-2.341, 1.482, 0.133], [-1.843, 3.188, 0.261], [0.380, -0.541, 2.955], [1.009, 1.030, 4.411], [2.212, 0.273, 4.412], [2.692, 0.192, 3.082], [2.685, -0.166, 5.291], [1.756, 0.869, 2.207], [0.745, 1.479, 3.057], [-0.005, 2.197, 2.729], [0.532, 1.430, 5.306], [3.641, -0.243, 2.777], [1.862, 1.046, 1.139], [-1.033, -1.254, 4.695], [-1.400, 0.003, 4.129], [-1.639, -0.190, 2.713], [-1.651, 0.906, 4.685], [-1.359, -1.584, 2.413], [-1.012, -2.227, 3.665], [-0.827, -3.286, 3.817], [-0.882, -1.450, 5.758], [-2.068, 0.534, 2.026], [-1.419, -2.032, 1.422], [-0.082, -1.607, -2.542], [-0.204, -1.099, -3.902], [0.558, -1.946, -4.920], [0.235, -0.092, -3.929], [-1.248, -1.017, -4.231], [1.420, -2.873, -4.060], [1.181, -1.390, -5.623], [-0.131, -2.522, -5.538], [0.971, -2.586, -2.588], [2.498, -2.708, -4.188], [1.283, -3.925, -4.310], [1.831, -2.104, -2.083], [0.691, -3.510, -2.039], [1.762, -2.637, 2.271]],
  "forces_ev_per_angstrom": [[0.66, 0.79, -0.05], [-0.77, 0.35, 0.72], [0.02, -0.44, -0.50], [-0.78, -0.23, 0.26], [0.20, 0.41, -0.30], [0.96, -0.22, -0.04], [0.26, -0.07, 0.50], [-0.48, -0.41, -0.04], [-0.65, 0.09, 0.29], [0.19, 0.30, 0.12], [0.37, -0.19, 0.13], [0.02, 0.23, -0.32], [-0.40, -0.36, 0.43], [0.12, 0.28, -0.66], [0.05, 0.29, -0.01], [0.08, -0.23, -0.33], [0.37, -1.69, 0.46], [1.47, 1.48, -0.01], [-0.24, 0.68, -0.24], [-0.38, 1.25, -0.56], [-0.24, 0.10, -0.38], [1.33, 1.43, 1.25], [1.47, 0.12, 0.07], [0.14, -0.36, 0.21], [-0.03, -0.42, -0.36], [-0.57, -0.15, 0.02], [-0.01, -0.20, 0.34], [-1.09, 0.18, 0.04], [-1.09, -1.12, -0.02], [-0.93, -1.82, -0.06], [0.42, -0.31, -0.29], [-1.75, 0.88, 0.54], [-0.38, 0.77, -0.32], [0.22, 0.40, -0.21], [0.20, 0.14, -0.48], [0.39, -0.17, 0.22], [0.04, 0.05, 0.45], [0.21, -1.19, -2.41], [0.06, 1.08, -0.08], [0.07, -0.82, 0.17], [-0.33, -0.12, 0.15], [0.07, 0.00, 0.62], [-0.03, -0.38, 0.64], [-0.16, 0.34, 0.24], [-0.05, -0.09, 0.08], [1.07, 0.21, 0.35], [-0.30, 0.24, 0.14], [-0.22, 0.01, -0.01], [-0.26, -0.51, 0.13], [0.00, 0.67, -0.29], [0.69, -1.29, -0.58]],
  "lowdin_spin": [0.0002, 0.0000, 0.0000, 0.0000, 0.0000, 0.0000, 0.0000, 0.0000, 0.0000, 0.0000, 0.0000, 0.0000, 0.0006, 0.0006, 0.0001, 0.0000, 3.6834, 0.0613, 0.0848, 0.1106, 0.0034, 0.0312, -0.0513, 0.0006, 0.0035, 0.0055, 0.0062, 0.0820, -0.0857, -0.0229, -0.0022, 0.0262, -0.0681, -0.0016, 0.0062, 0.0034, 0.0046, 0.0000, 0.0000, 0.0000, 0.0000, 0.0000, 0.0000, 0.0000, 0.0000, 0.0003, 0.0000, 0.0000, 0.0002, 0.0002, 0.1164],
  "total_charge": 0,
  "total_energy_ev": -63668.70484,
  "spin_multiplicity": 5,
  "e_homo_ha": [-0.252, -0.275]
}

Entry 4:
{
  "formula": "C3H7FN3",
  "method": "ωB97M-V/def2-TZVPD",
  "elements": ["C", "C", "C", "N", "N", "N", "F", "H", "H", "H", "H", "H", "H", "H"],
  "coordinates": [[0.742, 0.014, 0.128], [-2.693, -0.434, 0.164], [1.916, -0.891, -0.073], [-1.592, 0.190, -0.033], [-0.476, -0.499, 0.039], [1.114, 1.323, 0.113], [-3.852, 0.145, -0.020], [-2.612, -1.371, 0.558], [1.703, -1.854, -0.333], [2.358, -0.583, -0.926], [2.590, -0.717, 0.783], [-1.781, 1.066, -0.366], [2.076, 1.523, 0.002], [0.508, 2.088, -0.037]],
  "forces_ev_per_angstrom": [[-1.07, 0.92, -1.68], [-0.61, 2.00, -0.15], [-0.76, 1.62, 3.37], [-2.36, -1.21, 0.62], [3.59, -1.37, 0.53], [-0.96, -1.46, 0.41], [1.20, -0.36, 0.06], [-0.46, -2.72, 0.81], [-0.95, -2.80, 0.41], [1.82, 1.61, -2.71], [-0.05, -0.66, -0.41], [0.48, 3.65, -1.33], [0.86, 0.16, -0.03], [-0.72, 0.62, 0.11]],
  "mulliken_charge": [0.7973, 0.1581, -1.3003, 0.2328, -0.5907, -0.3942, -0.1412, 0.4250, 0.3617, 0.4425, 0.3553, 0.2493, 0.2230, 0.1814],
  "total_charge": 1,
  "smiles": "C/C(N)=N/[NH+]=C/F",
  "total_energy_ev": -10403.35231,
  "spin_multiplicity": 1,
  "e_homo_ha": -0.523
}

> Number 3 is which compound?

C19H28IMnO2